Density functional theory data (ωB97M-V/def2-TZVPD) for a structure of composition C17H15ClHgO2.

Results
LUMO energy: 4.7 eV
Relative energy (zero: lowest compared OMol25 entry of this formula, charge and spin): 0.0 kcal/mol
Net charge: -2

Last column: Mulliken charge in e.
Atoms and positions in Å:
C -2.70029 -1.43112 -1.67118  -1.0704
C -1.97824 -1.65823 -2.91719  -0.5863
C -1.60320 -0.41556 -3.43371  -0.2147
H -1.76508 -2.64297 -3.32820  0.3636
C -2.08209 0.61371 -2.55200  -0.5230
C -2.75491 0.01101 -1.47995  -0.4142
H -3.24880 0.50421 -0.64088  0.3443
H -3.35311 -2.16043 -1.17924  0.6175
H -1.05350 -0.23598 -4.35573  0.4919
H -1.94855 1.68282 -2.71828  0.3326
Hg -1.08172 -2.12454 -0.07472  1.1748
Cl 0.35490 -3.87264 -0.64441  -0.6260
C 2.49351 -0.37887 -1.45539  -0.5851
C 2.01156 0.84379 -2.01477  -0.3989
C 1.58364 0.57481 -3.34844  -0.7249
H 1.96978 1.81059 -1.52033  0.3704
C 1.78150 -0.81378 -3.61252  -0.4697
C 2.34003 -1.40473 -2.44149  -0.6573
H 2.57756 -2.45545 -2.31019  0.3753
H 2.86586 -0.50771 -0.44092  0.3916
H 1.17095 1.30581 -4.03734  0.4256
H 1.50931 -1.32965 -4.52902  0.4098
O -1.39403 -0.62428 1.50720  -1.0458
C -0.45653 0.29419 1.45653  0.5190
O 0.12192 0.68852 0.43224  -0.5263
C -0.07231 0.82311 2.80492  0.0658
C -0.96815 0.76622 3.88610  -0.3441
C -0.52966 1.07128 5.18014  -0.4190
C 0.80022 1.48112 5.39473  -0.3322
C 1.66789 1.63496 4.29593  -0.4066
C 1.21439 1.35385 3.00115  -0.3034
H -2.00465 0.46720 3.71922  0.3318
H -1.21095 0.97439 6.02998  0.3252
H 1.17968 1.65232 6.40871  0.3205
H 2.70271 1.96177 4.45083  0.3399
H 1.86037 1.54026 2.13823  0.4485

Forces on atoms 1 to 2 (eV/Å):
C 0.6 0.2 0.4
C -0.1 0.7 -0.1

=====

Density functional theory data (ωB97M-V/def2-TZVPD) for a structure of composition C17H15CrN2O3PS3.

Results
Expectation value of S²: 8.808
LUMO energy (spin up / spin down): 1.8 / 1.3 eV
Relative energy (zero: lowest compared OMol25 entry of this formula, charge and spin): 0.0 kcal/mol
Spin multiplicity: 6
Net charge: -1

Last column: Mulliken charge in e.
Atoms and positions in Å:
Cr 1.06764 -0.62737 -0.27616  -0.1930
O -0.86136 2.23927 -1.09342  -0.7688
C 0.35253 2.13356 -1.36513  0.6177
N 0.88175 0.84118 -1.75265  -0.5758
S 2.47636 0.92364 -1.97810  1.4051
O 3.01301 0.53294 -3.25348  -0.6895
O 2.95837 0.01427 -0.86678  -0.5806
C 2.67429 2.59113 -1.64556  0.2362
C 3.81213 3.37585 -1.72063  -0.5553
C 3.70563 4.72144 -1.42521  -0.5708
C 2.43319 5.26336 -1.06890  -0.3611
C 1.30513 4.49541 -1.01693  -0.7174
C 1.38634 3.10751 -1.31408  -0.0061
H 4.76156 2.93897 -2.00472  0.3934
H 4.57385 5.36403 -1.47115  0.3631
H 2.35865 6.32062 -0.84040  0.3446
H 0.34602 4.92641 -0.75775  0.4207
S 1.75403 -1.96994 2.93965  -0.1057
C 1.48342 -1.32030 1.59081  0.2375
S 0.84867 -2.55654 -1.84244  -0.3355
C 1.07558 -3.85960 -0.78365  0.5210
N 1.22447 -4.76787 -0.07951  -0.6592
C -2.07729 0.88812 1.25504  -1.5998
P -1.36515 -0.46351 0.27279  1.3412
C -2.33736 -0.50394 -1.25539  -1.2618
C -1.85861 -1.95790 1.18234  0.7187
C -2.09224 -1.92136 2.55598  -0.3374
C -2.35262 -3.08748 3.25988  -0.6243
C -2.38098 -4.30606 2.59902  -0.4409
C -2.15191 -4.35234 1.23324  -0.6950
C -1.89557 -3.18740 0.52779  -0.7884
H -1.43431 1.12854 2.10104  0.3295
H -3.07081 0.61729 1.61663  0.4514
H -2.11296 1.76342 0.61085  0.4818
H -3.39307 -0.68318 -1.04376  0.4503
H -1.94197 -1.29537 -1.89178  0.3501
H -2.18180 0.45585 -1.74493  0.3635
H -2.06630 -0.98087 3.09039  0.3051
H -2.52713 -3.04163 4.32771  0.3788
H -2.56997 -5.21897 3.14948  0.3647
H -2.13975 -5.29933 0.71115  0.3536
H -1.68144 -3.24184 -0.53131  0.4385

Forces on atoms 1 to 2 (eV/Å):
Cr 0.1 0.6 -0.2
O 0.1 0.2 0.0

=====

Density functional theory data (ωB97M-V/def2-TZVPD) for the molecule C17H15F4N5O3.

Results
LUMO energy: -0.8 eV
Relative energy (zero: lowest compared OMol25 entry of this formula, charge and spin): 0.0 kcal/mol
Net charge: 0

Last column: Mulliken charge in e.
Atoms and positions in Å:
N 4.34932 -6.10703 -2.34705  -0.6047
O -0.84384 4.91279 0.85362  -0.5784
O 1.54508 4.12808 4.62210  -0.5698
O -2.41576 -2.65278 0.65811  -0.6345
F 2.01616 -2.19995 -4.59437  -0.2812
F 1.72812 -5.52612 -1.23423  -0.3011
F -0.61943 -1.55848 -4.14528  -0.3476
F -0.91532 -4.90300 -0.74328  -0.3219
N 3.14658 -4.20882 -3.39249  -0.3493
N 3.76799 -5.16436 -2.85586  0.5588
C -0.49371 4.84361 2.02492  0.5539
C 0.75526 4.50951 3.80169  0.3824
C -2.15101 -1.62849 0.06709  0.5331
C -0.94047 5.72856 3.05752  -0.6270
C -0.16254 5.57588 4.14521  -0.3948
C 1.26947 -2.88793 -3.69947  0.4773
C 1.13067 -4.58295 -1.98510  0.5548
C -0.04869 -2.55420 -3.43645  0.3331
C -0.19134 -4.22034 -1.71823  0.0895
C 1.86344 -3.89629 -3.00060  0.1654
C -0.78574 -3.21212 -2.45769  0.5771
N -2.18508 -1.65147 -1.29563  -0.1001
N 0.52459 4.03570 2.52112  0.3333
C -2.17624 -2.83608 -2.10803  -1.5159
C -1.83653 -0.33486 0.82610  -0.8155
C 1.54683 3.28291 1.75324  -0.8908
C -0.50476 0.24871 0.42879  -0.6046
C 0.98500 2.24646 0.76315  -0.8071
C -0.11215 1.35993 1.41144  -0.4876
H -1.80863 6.38338 2.94293  0.4278
H -0.20973 6.07564 5.13019  0.4234
H -1.93749 -0.76076 -1.73934  0.2559
H -2.76085 -2.61462 -2.98925  0.4579
H -2.71332 -3.65046 -1.58028  0.4208
H -2.60100 0.43870 0.66501  0.4207
H -1.85142 -0.58237 1.87555  0.3446
H 2.22477 3.94337 1.20280  0.3309
H 2.14306 2.73982 2.49723  0.4204
H 0.23678 -0.56772 0.42929  0.2920
H -0.59395 0.61387 -0.60015  0.3634
H 1.77783 1.64350 0.37888  0.4724
H 0.54369 2.74908 -0.09479  0.4019
H -0.98531 1.93416 1.61893  0.3842
H 0.28964 0.90756 2.34268  0.2567

Forces on atoms 1 to 2 (eV/Å):
N -4.0 7.2 -4.1
O 0.2 -0.5 1.0

=====

E_tot values (in eV) by entry order: -38663.1971, -97211.9402, -42332.3000.
F_max values (in eV/A) by entry order: 2.06, 0.65, 9.17.